[1]
98
Properties=species:S:1:pos:R:3:forces:R:3 method="wB97M-V/def2-TZVPD" energy_ev=-274461.372 homo_ev=-12.09 charge=+1 orbital_gap_ev=9.4
C 1.35211 -2.50923 3.24458 0.0829 0.2618 -0.0480
C 1.49411 -2.35914 1.71528 0.1538 -0.1391 0.1690
C 0.39395 -2.99018 0.83778 0.0308 -0.4848 0.2324
C -0.08835 -4.29816 1.49754 -0.0210 0.0218 -0.2753
C -0.83493 -2.09987 0.51153 -0.1734 0.2934 0.0525
C -0.88348 -0.57651 0.77349 0.1668 -0.1170 -0.3771
B -0.36978 -0.04580 2.18994 -0.0125 -0.1463 0.3240
O -1.05603 -0.44901 3.31017 -0.2041 0.2912 -0.2009
O 0.66782 0.82523 2.36591 -0.3467 0.3304 -0.4908
C -0.58809 0.18686 -0.57016 -0.1228 0.2290 -0.1449
C -1.78644 1.16650 -0.76755 0.1383 0.0835 0.1915
C -1.98560 2.20292 0.35882 -0.1988 0.1364 0.0147
C -3.16454 1.95459 1.30695 0.0505 0.1926 0.1350
C -4.54420 1.95341 0.64084 -0.1426 -0.0763 0.2155
C -5.57272 1.17447 1.46005 -0.0625 -0.1048 0.0897
C -5.33768 -0.33871 1.48241 0.1518 0.0436 0.1406
O -5.27914 -0.78116 2.85076 0.1514 0.3174 -0.1380
C -5.70675 -2.06509 3.08042 1.2534 0.1394 -0.5398
C -4.68122 -3.12216 2.77923 -0.0329 -0.2856 -0.1851
O -6.77414 -2.28022 3.51627 -1.4931 -0.3270 0.6449
C 0.66708 1.08983 -0.66661 0.2976 -0.1891 0.0824
C 2.09724 0.59750 -0.36112 0.0685 0.1625 0.1185
C 3.09578 0.96463 -1.46683 -0.2295 -0.0308 0.2970
C 4.44141 0.27516 -1.30312 0.5499 0.3032 -0.1548
O 4.58408 -0.74174 -2.32238 -0.9489 -0.2104 0.2549
C 5.23428 -1.86524 -1.93358 -0.5141 0.0639 -0.7434
C 4.56590 -3.11606 -2.42339 0.1121 -0.2273 -0.2023
O 6.21696 -1.83808 -1.27236 0.8819 -0.0329 0.9619
C -0.70314 -0.94147 -1.69981 -0.0350 -0.3545 0.3020
Br 1.02175 -1.68691 -2.28772 0.0292 0.1619 -0.0691
C -1.55651 -0.60104 -2.93511 0.0529 0.0771 0.2271
Br -3.40369 -1.06801 -2.79586 -0.1809 0.0046 0.0972
C -1.16385 0.06385 -4.02337 0.3530 -0.0045 0.0540
C 0.22270 0.55038 -4.35994 -0.0122 0.0483 -0.1948
Br -2.39219 0.47021 -5.38259 -0.1327 0.0410 -0.2487
N -1.32156 -2.11333 -0.95644 0.1239 -0.0522 0.2703
P -1.28732 -3.88559 -1.66031 0.0206 -0.1282 0.0530
N -2.89347 -4.27284 -1.21768 0.0826 0.2333 -0.1976
O -1.43484 -3.51777 -3.23504 -0.2403 -0.1581 -0.0101
H 0.31909 -2.57885 3.58224 0.0670 -0.0648 -0.0043
H 1.77135 -1.62620 3.73349 0.0036 -0.0969 -0.0220
H 1.91354 -3.36905 3.60993 -0.1926 -0.0542 0.0037
H 2.42503 -2.86259 1.43231 -0.0442 0.1526 -0.0392
H 1.65032 -1.31138 1.48003 -0.0760 0.0430 -0.1357
H 0.86540 -3.31828 -0.08885 -0.0109 0.3596 -0.0490
H -0.64153 -4.91597 0.78353 -0.0729 0.0414 0.1216
H -0.72753 -4.10829 2.36295 0.0701 -0.0479 -0.0271
H 0.77155 -4.88844 1.81996 -0.0749 0.0399 0.0464
H -1.68381 -2.55065 1.04120 0.0899 0.0222 0.0276
H -1.96584 -0.40194 0.89347 0.1339 -0.0973 0.0810
H -1.91409 -0.85298 3.13894 0.0858 -0.0504 0.1022
H 0.47602 1.52341 3.00514 0.2581 -0.3761 0.3061
H -1.64138 1.69653 -1.71077 -0.0914 -0.0958 -0.0029
H -2.71653 0.59727 -0.83816 0.0922 0.0231 -0.1602
H -2.16990 3.17626 -0.10752 0.1285 -0.0668 0.0123
H -1.08343 2.33309 0.95909 -0.0084 -0.0056 -0.0776
H -3.01984 1.05366 1.91930 -0.0454 0.0161 -0.1829
H -3.15504 2.78195 2.02570 -0.0217 -0.1697 0.0762
H -4.89347 2.98814 0.58436 0.0608 -0.0751 -0.2796
H -4.51202 1.55137 -0.37830 0.0310 0.0933 0.0324
H -6.58285 1.36394 1.09194 0.0627 0.0763 0.0270
H -5.54471 1.51926 2.49782 -0.0276 -0.0267 -0.0758
H -4.38222 -0.59158 0.99339 -0.0579 0.0134 -0.0571
H -6.14093 -0.87039 0.96490 0.0346 0.0179 0.0071
H -4.19645 -2.92004 1.82098 0.0848 0.0530 0.0384
H -5.16980 -4.09482 2.72902 0.0948 0.0609 0.0774
H -3.92181 -3.14005 3.56389 -0.0244 0.0546 -0.0334
H 0.67233 1.54334 -1.65902 -0.1395 -0.0079 -0.0061
H 0.49036 1.92201 0.01063 -0.0663 -0.0135 -0.1582
H 2.15294 -0.46637 -0.15769 -0.0666 -0.0985 -0.0771
H 2.42174 1.10047 0.55420 0.0054 -0.1903 -0.0038
H 3.21825 2.04626 -1.42372 0.0270 -0.0424 -0.2794
H 2.67903 0.70339 -2.44175 0.1695 0.0808 -0.0438
H 4.53783 -0.20055 -0.32240 0.0075 0.0440 -0.0599
H 5.26714 0.98312 -1.40420 -0.0243 -0.0885 -0.0110
H 4.31611 -3.04209 -3.48332 -0.0235 0.0394 0.0807
H 5.22823 -3.96407 -2.25336 -0.0808 0.0683 -0.0436
H 3.64080 -3.27127 -1.85953 0.0461 0.0639 -0.0468
H 0.16965 1.28876 -5.15823 -0.0512 -0.0044 0.1127
H 0.83130 -0.27764 -4.72910 -0.0415 0.0531 0.0486
H 0.72443 1.00922 -3.51447 0.0261 -0.1008 0.0317
H -2.31112 -1.86728 -0.86216 -0.0642 0.0347 -0.3014
H -3.48861 -4.41528 -2.02869 -0.0158 -0.0470 0.0341
H -3.38690 -3.63051 -0.60935 -0.0077 -0.1710 0.2091
H -1.72714 -4.27056 -3.77207 0.1760 0.1571 -0.0587
C 6.00969 6.50477 -0.28380 0.0276 -0.1440 -0.1068
C 4.55869 6.24712 0.01536 0.0383 0.0206 0.0613
C 4.26309 5.42250 1.25277 0.0115 -0.0034 0.0021
O 3.01928 4.78988 0.90437 0.0469 -0.0316 0.0391
C 2.96373 4.70639 -0.44318 -0.0653 -0.0134 -0.0573
O 2.14694 4.07778 -1.04553 -0.0044 0.0265 0.1040
O 3.95621 5.41594 -1.00542 -0.0324 0.0724 -0.0219
H 6.12009 6.95764 -1.26761 -0.0183 0.0551 0.0237
H 6.42635 7.18508 0.45862 0.0017 0.0003 0.0095
H 6.57970 5.57519 -0.27237 -0.0057 -0.0002 0.0249
H 3.99336 7.18241 0.04005 -0.0070 0.0022 -0.0191
H 4.13858 6.00467 2.16093 -0.1043 0.0037 -0.0152
H 5.01333 4.64414 1.40899 0.0379 0.0276 0.0091

---

[2]
22
Properties=species:S:1:pos:R:3:forces:R:3 method="wB97M-V/def2-TZVPD" energy_ev=-22946.603 de_lowest_kj_mol=224.8 homo_ev="-11.51 / -12.31" charge=+1 orbital_gap_ev="7.0 / 8.8"
C -1.29709 1.10640 -0.12068 -0.4126 -3.4379 -1.2246
C -0.87698 -0.28357 -0.53212 -1.8538 0.2727 2.6444
C 1.59400 0.41841 -0.41369 -2.3589 -2.2707 0.1293
C 0.47355 -0.59685 0.12886 0.2015 0.5141 -2.8310
C 0.92364 1.78376 -0.58273 3.0953 -0.2791 1.1346
C 2.57302 0.37424 0.70154 -1.6729 1.8553 0.6887
C 0.73634 -1.99085 -0.28746 1.5161 -2.5988 0.3910
N -0.39090 2.00389 -0.17564 1.4835 2.3778 -0.2788
N -2.50558 1.30272 0.31155 -1.9231 -0.5465 0.3186
Cl 4.17348 0.35187 0.29630 1.1885 0.0547 0.2363
H -1.74342 -0.93505 -0.11588 1.7400 0.5373 -1.0185
H -0.72865 -0.40918 -1.58455 -0.3418 0.1393 -0.7562
H 2.00501 -0.07468 -1.32312 -0.2333 0.9197 0.3430
H 0.49147 -0.49424 1.15604 -0.5864 0.2114 2.2408
H 1.69359 2.49410 -0.18956 -1.3484 0.4233 -0.8324
H 2.17475 0.85764 1.66175 1.2033 -0.8843 -1.1534
H 1.27255 -2.06507 -1.23497 0.0693 0.0857 0.0393
H -0.15107 -2.56747 -0.42428 -1.0274 -0.1263 -0.2674
H 1.24519 -2.67319 0.43446 0.2376 1.0179 -0.3025
H -0.66751 2.97332 -0.10784 0.1300 0.2111 0.3882
H -3.25357 0.59349 0.33800 1.1048 0.3299 -0.2854
H -2.80122 2.16705 0.68056 -0.2114 1.1935 0.3959

---

[3]
75
Properties=species:S:1:pos:R:3:forces:R:3 method="wB97M-V/def2-TZVPD" energy_ev=-62510.288 de_lowest_kj_mol=291.8 homo_ev="-13.23 / -17.16" charge=+3 orbital_gap_ev="4.0 / 5.2" spin_multiplicity=6
Ru 0.43401 0.07273 0.62511 -1.5342 0.0826 0.3047
P 2.09176 -0.79045 1.78119 2.2009 -0.6547 1.6363
P 1.65208 1.79898 -0.16068 2.0518 1.9409 -0.1166
P -0.32900 -2.01450 0.18174 -1.1952 -2.6391 -0.6811
H 0.75207 3.04828 -4.84144 -0.1930 -0.1567 -0.2933
C -0.17901 2.49250 -4.71178 3.6349 -1.9529 -4.0821
C -1.08698 2.92584 -3.83219 -4.9230 3.2041 3.1983
H -0.83320 3.52331 -2.95208 -0.2070 -0.0795 -0.6114
C 3.25492 -1.98950 1.00874 -0.3257 0.0538 -0.2187
C 3.30905 0.32315 2.60706 -0.2584 0.2921 -0.2257
C 1.48494 -1.66354 3.27465 -0.3099 -0.0789 -0.0190
C 1.28372 3.08187 -1.43211 -0.3500 0.0177 -0.0941
C 1.78283 2.93264 1.28645 -0.0507 0.3156 0.3029
C 3.33623 1.32135 -0.73028 0.0233 0.0791 -0.1415
C -1.77497 -2.09438 -0.92707 -0.4086 0.4471 -0.1690
C -1.06554 -2.98172 1.57355 0.2162 0.1120 0.0108
C 0.71976 -3.22721 -0.71101 0.4107 0.0520 -0.0725
H -0.45985 1.77112 -5.48923 0.4055 0.1756 0.3874
H -2.16403 2.81409 -4.02543 0.5589 0.7005 -0.2313
H 4.10556 -2.14700 1.69140 -0.3557 0.0468 -0.2881
H 3.61167 -1.58377 0.05123 0.0474 -0.2049 0.2720
H 2.74944 -2.94495 0.82069 0.2919 0.2540 0.1133
H 4.13521 -0.28845 2.99918 -0.3663 0.1417 -0.0472
H 2.79127 0.84307 3.42334 0.2153 -0.1141 -0.1947
H 3.72119 1.06577 1.91740 0.0482 -0.2927 0.3820
H 2.07527 -2.57787 3.43124 -0.1312 0.2838 0.0234
H 0.42943 -1.93571 3.17567 0.3422 0.0840 0.1684
H 1.58353 -0.98515 4.13191 -0.0003 -0.2674 -0.2544
H 1.89386 3.98692 -1.23736 -0.2362 -0.5944 -0.0632
H 0.23115 3.38481 -1.34749 0.2812 0.0700 -0.0002
H 1.52467 2.74462 -2.45264 -0.1496 -0.0024 0.2324
H 2.49846 2.61062 2.05132 -0.2431 0.0838 -0.3947
H 0.80507 2.96432 1.79498 0.3344 0.0948 -0.2549
H 2.05138 3.94710 0.94529 -0.0656 -0.4301 0.1647
H 3.84893 2.17959 -1.19275 -0.1587 -0.2769 0.1891
H 3.20613 0.53535 -1.49149 0.1601 0.2336 0.1842
H 3.96976 0.92895 0.07555 -0.2682 0.0992 -0.3971
H -2.07749 -3.13911 -1.09688 0.2644 0.2791 0.1225
H -1.52031 -1.64160 -1.88842 -0.1052 -0.2303 0.3618
H -2.61445 -1.53850 -0.49560 0.2545 -0.4265 -0.2415
H -1.79286 -3.69684 1.16474 0.2703 0.1897 0.0843
H -1.58642 -2.29380 2.25194 0.0955 -0.2469 -0.0639
H -0.28787 -3.53036 2.11514 -0.2650 0.0970 -0.0412
H 0.21856 -3.55787 -1.63061 0.0573 0.0735 0.3505
H 0.91644 -4.10378 -0.08003 0.0184 0.2004 -0.1966
H 1.66754 -2.76107 -0.99468 -0.1266 -0.2299 -0.0096
C -1.11572 0.15121 -3.30136 1.7812 2.5675 1.7324
C 0.14832 -0.39111 -3.55260 0.5711 -1.1422 -0.6517
C 0.20858 -1.63778 -4.18168 2.7990 2.9943 1.2187
C -0.98765 -2.29003 -4.50016 -2.5707 -1.8058 -0.9271
C -2.22998 -1.68330 -4.31896 -0.5951 0.1059 -0.0752
C -2.30173 -0.39548 -3.78582 -2.4708 -1.4870 -1.1186
O -1.29751 1.30136 -2.54142 1.4886 -2.0918 -0.2838
H -0.41500 1.73574 -2.39929 -0.7027 -0.8133 0.4079
H 1.03054 0.19655 -3.31050 0.0051 -0.3038 0.0878
H 1.17881 -2.05475 -4.46992 -0.4383 0.0971 0.1971
H -0.91391 -3.29314 -4.93064 -0.2565 0.3399 0.1480
H -3.15661 -2.21891 -4.56921 0.5627 0.3084 -0.0703
H -3.23414 0.17190 -3.69429 0.3364 -0.3936 0.0067
C -1.57198 1.22566 5.40904 0.0265 0.1366 0.7871
N -1.98201 0.97818 4.03020 -0.5930 -0.7971 0.0082
C -3.26199 0.58391 3.74612 0.6899 0.5392 -0.2258
C -3.61610 0.36467 2.44617 -0.3933 -0.2817 0.1145
C -2.61636 0.45844 1.45859 0.1277 0.4541 0.1595
N -1.32108 0.53509 1.81781 -0.0834 0.5737 -0.9155
C -0.97000 0.90571 3.08642 1.1408 0.4238 1.1580
O 0.20200 1.16570 3.42035 -1.4671 -0.5920 -0.9698
N -2.93075 0.48142 0.14408 -0.0890 0.2778 0.2679
H -1.14163 0.31030 5.85516 -0.0589 0.5052 -0.2608
H -2.46317 1.50627 5.97910 0.2465 -0.0183 -0.0938
H -0.84640 2.04897 5.43074 -0.2644 -0.3976 0.0404
H -3.94823 0.54326 4.60174 0.2415 0.0190 -0.5317
H -4.62752 0.13767 2.14153 -0.0714 0.0755 0.2441
H -3.90740 0.51832 -0.12351 0.1878 0.0025 0.1485
H -2.27528 0.83435 -0.54598 -0.1059 -0.1222 0.3121

---

[4]
30
Properties=species:S:1:pos:R:3:forces:R:3 method="wB97M-V/def2-TZVPD" energy_ev=-14080.601 de_lowest_kj_mol=353.4 homo_ev="-8.68 / -13.71" charge=+1 orbital_gap_ev="5.8 / 8.3" spin_multiplicity=3
C -0.99906 -0.83562 -2.70999 -1.0247 2.4064 0.5513
C 0.38719 0.05371 0.85484 0.7184 0.4003 -0.0315
C -0.77615 -2.10642 -2.82847 2.2878 -3.6324 -0.7204
C 1.13364 0.17508 3.17647 1.0782 -0.7397 -1.2675
C 0.47717 -1.99669 2.00253 -0.7106 3.1205 -1.2901
C -1.24998 0.06033 2.65901 -0.0717 -2.0547 0.9531
C -2.14764 1.20524 -3.23092 -2.2987 -0.2449 0.9390
C 2.02355 1.88773 -1.23019 1.2419 3.2875 0.7194
C 0.09632 -0.44740 2.16934 1.6017 -0.2941 1.5320
N 0.93168 0.27765 -0.12471 -0.8328 -0.3571 0.4382
N -1.14407 0.38528 -2.64840 1.3504 1.0132 -1.2212
N 1.44146 0.60327 -1.26639 -0.4973 -1.3333 -1.3302
H 0.16271 -2.60156 -3.26491 -0.7472 0.6352 1.0405
H -1.51031 -2.77467 -2.46195 -0.9639 -1.2158 -0.3874
H 1.59986 -0.61576 3.75770 0.0696 0.0040 -0.0529
H 1.90351 0.78988 2.71806 0.3002 -0.2767 -0.2916
H 0.66590 0.83798 3.82548 -1.0776 0.9897 1.2452
H 0.44761 -2.47465 2.89220 -0.2832 -1.3626 3.0356
H 1.48390 -2.07840 1.62795 0.1847 0.0144 -0.4565
H -0.27304 -2.38198 1.37973 -0.6539 -1.0973 -1.1724
H -2.01349 -0.27888 2.01290 -1.1673 0.0197 -0.6791
H -1.23551 1.10366 2.82082 -0.0065 1.2588 -0.4632
H -1.47855 -0.32426 3.66394 0.2378 -0.2885 -0.3197
H -1.79451 1.72796 -4.06671 0.9786 0.3893 -1.4387
H -3.07874 0.68240 -3.53010 0.5482 -0.1501 0.2551
H -2.45773 1.99870 -2.59228 -0.2020 0.5935 0.9850
H 1.37674 2.60303 -0.55328 1.2400 -1.0079 -1.6135
H 3.04767 1.83360 -0.79272 -0.7771 -0.0125 -0.0008
H 2.23126 2.29729 -2.25500 -0.8023 -0.4685 0.9329
H 0.74864 0.39349 -2.00494 0.2793 0.4035 0.1093

---

[5]
18
Properties=species:S:1:pos:R:3:forces:R:3 method="wB97M-V/def2-TZVPD" energy_ev=-26943.761 de_lowest_kj_mol=0.0 homo_ev=-13.25 charge=+1 orbital_gap_ev=9.4 smiles="CCSC[NH2+][PH2]=O"
C -2.16395 -0.43103 -1.34158 0.2501 0.1286 0.0255
C -0.73902 -0.96190 -1.14706 -0.3823 0.4570 0.1941
S -0.47622 -1.83558 0.42637 0.5492 -0.2604 -0.1182
C 0.37483 -0.66675 1.49518 -0.4002 -0.2687 0.1013
N 1.55497 0.06106 0.85785 0.0777 -0.0823 -0.1291
P 1.19992 1.79407 0.40084 -0.0908 0.3068 -0.0972
O 0.10973 2.30962 1.20632 -0.2617 0.0844 0.3117
H -2.86699 -0.95496 -0.70276 -0.1135 -0.1386 -0.0861
H -2.46066 -0.53598 -2.38105 -0.1049 -0.0241 -0.0498
H -2.21764 0.62563 -1.08679 -0.0546 0.0435 0.0707
H -0.03632 -0.13300 -1.19758 0.1422 -0.0274 -0.1437
H -0.44202 -1.64937 -1.93285 -0.0415 -0.2124 0.0655
H -0.28095 0.07233 1.94283 0.0783 0.2551 -0.1073
H 0.79804 -1.28515 2.28151 -0.0566 -0.0001 0.1123
H 2.32318 0.06649 1.53201 0.0544 -0.0010 0.0013
H 1.87514 -0.48158 0.04847 0.0241 -0.0896 0.0163
H 2.47950 2.32842 0.56739 0.1252 -0.0422 -0.0404
H 0.96846 1.67766 -0.96908 0.2048 -0.1287 -0.1269

---

[6]
33
Properties=species:S:1:pos:R:3:forces:R:3 method="wB97M-V/def2-TZVPD" energy_ev=-22880.367 de_lowest_kj_mol=110.6 homo_ev=-10.93 charge=0 orbital_gap_ev=10.6 smiles=O.O.O.O.O.O.O.O.O.O.O
O -2.30417 -1.56372 2.11764 0.3153 0.3477 0.0500
H -2.18309 -0.69526 1.70948 -0.2417 -0.1723 -0.2396
H -1.87562 -2.17815 1.50891 -0.0165 0.0632 0.0718
O -0.73671 2.42296 2.31991 -0.2251 -0.0270 0.0706
H -0.80012 1.75317 3.02394 0.2265 -0.0035 -0.1129
H -1.24890 3.17281 2.64263 0.0817 -0.0362 -0.1337
O 0.18631 3.64373 -0.90659 0.0272 -0.0452 -0.1138
H 0.57544 2.76976 -0.77634 -0.0183 0.0296 0.0055
H -0.36007 3.76886 -0.12734 -0.0189 -0.0181 0.1183
O -1.12533 -1.50197 -1.54644 -0.3874 -0.2560 -0.2978
H -1.60204 -2.30959 -1.78198 -0.0803 0.1811 0.0554
H -1.29480 -0.88728 -2.28503 0.1959 0.1166 0.2131
O 1.27973 -1.94433 -0.17477 -0.2708 -0.5231 -0.1415
H 0.62782 -2.26882 -0.82203 0.1650 0.2158 0.1204
H 1.93551 -2.64928 -0.10706 0.1048 0.2332 -0.0047
O -0.74656 1.09061 -3.45491 0.0253 -0.3626 0.6100
H 0.13388 1.24710 -3.05738 -0.4026 0.0418 -0.5484
H -1.36785 1.39946 -2.78436 0.1152 0.3010 -0.1139
O -0.57605 0.12486 3.92040 -0.4421 0.1439 -0.0820
H -1.10846 -0.52295 3.42445 0.0927 -0.1877 0.2381
H -1.09721 0.32145 4.70880 0.1591 -0.1579 0.0223
O 1.77003 -1.26059 2.78205 -0.1111 0.0317 -0.1305
H 1.31728 -1.52748 1.97109 0.1253 0.1101 0.0319
H 1.29487 -0.48027 3.09872 0.0601 -0.2100 0.0624
O 0.35070 0.72588 -0.14013 -0.1135 -0.7585 -0.0178
H 0.55263 -0.23183 -0.22546 -0.1539 0.5295 0.5526
H -0.00110 0.84789 0.74907 0.0740 0.2984 0.0066
O 1.07787 -1.95192 -3.44770 0.3744 -0.2785 0.1342
H 1.29446 -1.24921 -2.81796 0.0242 0.1261 -0.4146
H 0.14286 -2.10885 -3.32307 -0.1061 0.0576 -0.0664
O 1.82983 0.78073 -2.42398 -0.1894 -0.5227 0.4709
H 1.30864 0.57075 -1.62135 0.6541 0.5936 -0.3502
H 2.75022 0.69148 -2.15319 -0.0434 0.1385 -0.0662